# 1
A cluster of 2 separate species, C6H11NO7 in total. Source: OMol25; level of theory: the ωB97M-V functional and the def2-TZVPD basis.

As for the spin multiplicity: 1. As for the HOMO energy (alpha / beta): -10.6302 / -10.4096 eV. Its energy is -22213.260 eV.

Positions of all 25 atoms, in Å:
N (0.365, -0.585, 0.849)
O (-0.004, -1.784, 0.949)
O (1.561, -0.266, 1.074)
O (-0.471, 0.304, 0.524)
C (-3.846, 6.697, 3.714)
C (-3.563, 5.483, 4.593)
C (-2.699, 4.432, 3.911)
C (-2.362, 3.256, 4.800)
O (-1.571, 3.632, 5.874)
C (-1.601, 2.670, 6.848)
O (-2.259, 1.656, 6.726)
C (-0.762, 3.056, 8.025)
O (-1.573, 2.265, 4.119)
O (-2.146, 1.808, 2.993)
H (-4.475, 7.404, 4.264)
H (-2.912, 7.204, 3.447)
H (-4.369, 6.414, 2.793)
H (-3.060, 5.800, 5.514)
H (-4.498, 4.988, 4.886)
H (-3.244, 4.044, 3.043)
H (-1.758, 4.894, 3.572)
H (-3.301, 2.788, 5.119)
H (-0.556, 4.126, 8.027)
H (-1.291, 2.766, 8.936)
H (0.179, 2.496, 8.011)

# 2
A cluster of 4 separate species, C16H24O12 in total. Source: OMol25; level of theory: the ωB97M-V functional and the def2-TZVPD basis.

As for the spin multiplicity: 1. As for the HOMO energy: -10.4670 eV. Its energy is -41551.884 eV.

Positions of all 52 atoms, in Å:
C (-14.838, 8.145, -21.425)
C (-14.192, 9.398, -21.970)
C (-13.327, 10.177, -20.971)
O (-12.133, 10.470, -21.698)
C (-12.065, 9.678, -22.800)
O (-11.096, 9.574, -23.476)
O (-13.248, 9.081, -23.030)
H (-15.179, 8.376, -20.408)
H (-14.078, 7.383, -21.268)
H (-15.704, 7.887, -22.024)
H (-14.884, 10.070, -22.477)
H (-13.064, 9.634, -20.065)
H (-13.799, 11.132, -20.746)
C (-0.062, 10.763, -26.830)
C (-1.528, 11.085, -26.928)
C (-1.982, 12.508, -26.546)
O (-2.287, 13.089, -27.817)
C (-2.424, 12.118, -28.763)
O (-2.851, 12.338, -29.849)
O (-2.002, 10.936, -28.289)
H (0.220, 9.936, -27.482)
H (0.164, 10.394, -25.826)
H (0.602, 11.604, -27.038)
H (-2.106, 10.331, -26.391)
H (-1.148, 12.981, -26.036)
H (-2.918, 12.486, -25.995)
C (-12.443, 11.059, -28.816)
C (-11.592, 12.230, -28.391)
C (-12.348, 13.434, -27.825)
O (-11.548, 13.821, -26.704)
C (-10.813, 12.766, -26.316)
O (-10.371, 12.585, -25.232)
O (-10.743, 11.840, -27.316)
H (-13.302, 11.327, -29.430)
H (-12.920, 10.679, -27.899)
H (-11.856, 10.234, -29.205)
H (-11.005, 12.603, -29.239)
H (-13.336, 13.135, -27.452)
H (-12.509, 14.270, -28.498)
C (-6.523, 12.208, -26.284)
C (-6.844, 11.083, -25.350)
C (-8.126, 10.302, -25.714)
O (-7.761, 8.935, -25.628)
C (-6.420, 8.826, -25.508)
O (-5.811, 7.809, -25.506)
O (-5.845, 10.052, -25.410)
H (-5.641, 12.715, -25.895)
H (-7.339, 12.933, -26.282)
H (-6.429, 11.800, -27.289)
H (-6.936, 11.388, -24.304)
H (-8.383, 10.589, -26.743)
H (-9.004, 10.555, -25.129)

# 3
The ion C5H12NO5S2 with charge -1. Source: OMol25; level of theory: the ωB97M-V functional and the def2-TZVPD basis.

Its total charge is -1. As for the spin multiplicity: 1. As for the HOMO energy: -5.4547 eV. Its energy is -38777.730 eV.

Positions of all 25 atoms, in Å:
C (-1.425, -0.546, -1.446)
C (0.747, -0.060, -2.101)
C (0.296, -0.337, 0.882)
C (-0.115, 0.882, 0.017)
C (1.099, 0.039, 2.138)
N (-0.409, 0.431, -1.344)
O (-1.062, 2.019, -3.759)
O (0.850, -2.554, 2.270)
O (-1.036, 3.011, -1.529)
O (1.886, -1.485, 4.232)
O (-0.517, -1.205, 3.795)
S (-1.506, 1.918, -2.361)
S (0.798, -1.469, 3.257)
H (-2.463, -0.214, -1.090)
H (-1.573, -0.969, -2.375)
H (-1.450, -1.404, -0.725)
H (0.520, 0.079, -3.210)
H (1.536, 0.582, -1.829)
H (1.067, -1.062, -1.783)
H (-0.462, -0.967, 1.387)
H (0.913, -1.027, 0.450)
H (0.613, 1.656, -0.095)
H (-1.157, 1.479, 0.353)
H (0.683, 0.846, 2.809)
H (2.167, 0.357, 2.057)

# 4
A structure of composition C38H20AsF4N7OSTa. Source: OMol25; level of theory: the ωB97M-V functional and the def2-TZVPD basis.

Its total charge is +3. As for the spin multiplicity: 1. As for the HOMO energy: -15.8890 eV. Its energy is -136275.024 eV.

Positions of all 73 atoms, in Å:
Ta (0.437, 0.322, -0.053)
N (-1.709, -0.907, 3.704)
C (-0.864, -0.675, 2.699)
S (-1.521, 0.124, 1.254)
N (0.385, -0.975, 2.791)
N (1.149, -0.662, 1.674)
C (2.385, -1.147, 1.833)
C (3.493, -1.056, 0.971)
C (4.720, -1.640, 1.353)
C (5.815, -1.532, 0.527)
C (5.708, -0.842, -0.681)
C (4.513, -0.255, -1.088)
C (3.424, -0.374, -0.260)
O (2.220, 0.162, -0.567)
H (-2.701, -0.788, 3.594)
H (-1.370, -1.373, 4.533)
H (2.524, -1.681, 2.769)
H (4.790, -2.164, 2.298)
H (6.759, -1.973, 0.813)
H (6.579, -0.758, -1.319)
H (4.438, 0.280, -2.024)
F (-2.813, 6.568, 0.163)
C (-2.009, 6.040, 1.061)
C (-1.923, 6.615, 2.294)
F (-2.639, 7.675, 2.538)
C (-1.089, 6.071, 3.340)
C (-0.339, 4.889, 2.989)
C (-0.445, 4.337, 1.758)
F (0.344, 3.291, 1.441)
C (-1.279, 4.868, 0.739)
C (-1.367, 4.256, -0.538)
C (-0.869, 3.001, -0.766)
N (-0.433, 1.929, -0.986)
C (-2.019, 4.817, -1.685)
N (-2.478, 5.237, -2.651)
F (0.484, 4.347, 3.852)
C (-1.009, 6.648, 4.590)
C (-1.723, 7.821, 4.962)
N (-2.322, 8.742, 5.304)
C (-0.212, 6.108, 5.643)
N (0.420, 5.665, 6.495)
C (3.531, -4.037, -3.026)
C (3.151, -2.812, -3.565)
C (2.034, -2.156, -3.074)
C (1.297, -2.746, -2.050)
C (1.665, -3.973, -1.508)
C (2.793, -4.614, -2.001)
As (-0.267, -1.858, -1.399)
C (-1.600, -1.402, -2.682)
C (-1.504, -0.577, -3.791)
C (-2.619, -0.430, -4.603)
C (-3.796, -1.102, -4.291)
C (-3.881, -1.925, -3.174)
C (-2.779, -2.086, -2.348)
C (-2.718, -2.942, -1.137)
C (-3.764, -3.697, -0.625)
C (-3.573, -4.456, 0.523)
C (-2.347, -4.471, 1.180)
C (-1.289, -3.720, 0.687)
C (-1.489, -2.978, -0.465)
H (4.396, -4.551, -3.421)
H (3.714, -2.380, -4.381)
H (1.731, -1.210, -3.510)
H (1.068, -4.445, -0.738)
H (3.080, -5.577, -1.599)
H (-0.582, -0.065, -4.041)
H (-2.570, 0.197, -5.482)
H (-4.659, -0.987, -4.932)
H (-4.807, -2.443, -2.963)
H (-4.727, -3.707, -1.117)
H (-4.390, -5.051, 0.909)
H (-2.216, -5.077, 2.066)
H (-0.331, -3.730, 1.195)

# 5
An isolated molecule of C4H3N. Source: OMol25; level of theory: the ωB97M-V functional and the def2-TZVPD basis.

As for the spin multiplicity: 1. As for the HOMO energy: -10.5049 eV. Its energy is -5684.290 eV.

Positions of all 8 atoms, in Å:
C (2.475, 0.043, 0.061)
C (0.998, 0.031, -0.111)
C (-0.202, -0.148, -0.038)
C (-1.559, -0.039, -0.031)
N (-2.696, 0.081, 0.062)
H (3.035, -0.409, -0.808)
H (2.759, 1.101, 0.139)
H (2.802, -0.583, 0.951)

# 6
A structure of composition C12H24LuO6. Source: OMol25; level of theory: the ωB97M-V functional and the def2-TZVPD basis.

Its total charge is +3. As for the spin multiplicity: 1. As for the HOMO energy: -21.5350 eV. Its energy is -58712.646 eV.

Positions of all 43 atoms, in Å:
Lu (0.039, 0.195, -0.058)
C (0.147, -1.638, -2.601)
C (-0.857, -2.301, -1.682)
O (-1.442, -1.311, -0.758)
C (-2.723, -0.652, -1.105)
C (-2.479, 0.721, -1.703)
O (-1.603, 1.444, -0.748)
C (-0.983, 2.738, -1.133)
C (-0.278, 3.266, 0.102)
O (0.626, 2.207, 0.605)
C (0.866, 2.166, 2.070)
C (-0.232, 1.378, 2.756)
O (-0.417, 0.069, 2.093)
C (0.138, -1.154, 2.703)
C (1.560, -1.412, 2.221)
O (1.639, -1.035, 0.799)
C (2.428, -1.873, -0.119)
C (2.398, -1.213, -1.485)
O (1.039, -0.752, -1.829)
H (-0.325, -1.001, -3.345)
H (0.754, -2.380, -3.118)
H (-0.401, -3.055, -1.043)
H (-1.662, -2.772, -2.245)
H (-3.273, -0.582, -0.169)
H (-3.275, -1.287, -1.797)
H (-3.414, 1.269, -1.806)
H (-1.969, 0.689, -2.668)
H (-1.761, 3.426, -1.461)
H (-0.302, 2.553, -1.969)
H (-0.995, 3.499, 0.888)
H (0.316, 4.145, -0.142)
H (0.909, 3.189, 2.443)
H (1.850, 1.714, 2.183)
H (-1.199, 1.872, 2.697)
H (0.009, 1.207, 3.805)
H (-0.547, -1.946, 2.408)
H (0.114, -1.051, 3.787)
H (1.793, -2.472, 2.317)
H (2.313, -0.829, 2.748)
H (1.982, -2.867, -0.107)
H (3.458, -1.928, 0.235)
H (2.740, -1.916, -2.243)
H (3.020, -0.321, -1.524)

# 7
A cluster of 6 separate species, C18H51N3O6 in total. Source: OMol25; level of theory: the ωB97M-V functional and the def2-TZVPD basis.

Its total charge is +1. As for the spin multiplicity: 2. The expectation value of S² is 0.7560. As for the HOMO energy (alpha / beta): -11.0741 / -11.0727 eV. Its energy is -36234.202 eV.

Positions of all 78 atoms, in Å:
C (0.858, -20.259, -22.300)
C (1.751, -21.177, -23.228)
C (2.673, -22.080, -22.425)
O (3.544, -21.344, -21.448)
C (4.627, -20.651, -22.035)
N (0.798, -21.725, -24.177)
H (-0.076, -20.754, -22.032)
H (0.519, -19.403, -22.884)
H (1.357, -19.969, -21.375)
H (2.441, -20.506, -23.739)
H (3.147, -22.823, -23.067)
H (2.018, -22.704, -21.817)
H (5.278, -20.130, -21.333)
H (4.114, -19.991, -22.734)
H (5.317, -21.313, -22.558)
H (0.219, -22.460, -23.795)
H (0.034, -21.068, -24.238)
C (3.835, -25.193, -21.166)
C (4.099, -26.679, -21.153)
C (3.733, -27.389, -19.716)
O (4.272, -28.766, -19.648)
C (4.358, -29.344, -18.372)
N (3.519, -27.351, -22.283)
H (2.812, -24.848, -21.013)
H (4.126, -24.723, -22.105)
H (4.411, -24.639, -20.425)
H (5.182, -26.756, -21.247)
H (2.653, -27.295, -19.603)
H (4.203, -26.830, -18.907)
H (3.664, -29.051, -17.585)
H (5.313, -29.017, -17.960)
H (4.586, -30.400, -18.515)
H (3.713, -28.337, -22.177)
H (2.511, -27.371, -22.328)
C (5.814, -24.703, -24.666)
C (5.838, -23.890, -25.983)
C (5.346, -24.640, -27.247)
O (6.365, -25.640, -27.605)
C (6.004, -26.309, -28.810)
N (4.878, -22.817, -25.916)
H (4.790, -25.002, -24.443)
H (6.211, -24.115, -23.838)
H (6.320, -25.667, -24.717)
H (6.838, -23.476, -26.108)
H (5.290, -23.885, -28.031)
H (4.460, -25.250, -27.074)
H (5.713, -27.330, -28.563)
H (6.957, -26.373, -29.335)
H (5.229, -25.755, -29.340)
H (3.929, -23.149, -25.817)
H (4.738, -22.375, -26.813)
C (-4.254, -25.642, -25.490)
C (-2.921, -26.319, -25.184)
O (-2.748, -26.073, -23.838)
H (-5.102, -26.119, -24.999)
H (-4.426, -25.796, -26.555)
H (-4.202, -24.585, -25.229)
H (-2.153, -26.031, -25.901)
H (-3.042, -27.402, -25.184)
H (-2.458, -25.160, -23.780)
C (-0.040, -24.219, -28.171)
C (-0.973, -23.386, -27.302)
O (-2.265, -23.495, -27.619)
H (-0.433, -25.235, -28.211)
H (0.981, -24.239, -27.791)
H (0.051, -23.761, -29.156)
H (-0.708, -22.331, -27.368)
H (-0.941, -23.744, -26.273)
H (-2.775, -23.313, -26.827)
C (1.641, -26.263, -25.599)
C (1.364, -25.044, -24.683)
O (2.218, -23.974, -25.249)
H (1.424, -26.041, -26.644)
H (0.988, -27.077, -25.284)
H (2.723, -26.357, -25.516)
H (1.705, -25.347, -23.693)
H (0.311, -24.761, -24.709)
H (1.917, -23.099, -24.993)

# 8
A cluster of 2 separate species, H2O4P2 in total. Source: OMol25; level of theory: the ωB97M-V functional and the def2-TZVPD basis.

Its total charge is -2. As for the spin multiplicity: 1. As for the HOMO energy (alpha / beta): 0.4791 / 0.4801 eV. Its energy is -26795.776 eV.

Positions of all 8 atoms, in Å:
O (2.074, 0.569, 0.942)
O (-3.486, 0.433, -1.081)
O (1.849, 1.077, -1.567)
O (-0.981, 2.108, 0.924)
P (1.325, 0.427, -0.324)
P (-0.849, 0.859, 0.134)
H (0.855, -0.925, -0.594)
H (-1.141, -0.445, 1.095)

Which energy relative to the best compared isomer or geometry (same formula, charge and spin) belongs to each record? In order, 51.95 46.60 126.91 19.67 21.01 0.00 116.07 600.23 kJ/mol.
Which F_max belongs to each record? In order, 2.74 1.59 5.82 0.88 2.29 0.58 4.11 3.24 eV/A.